*i*
ORCA calculation (the ωB97M-V functional and the def2-TZVPD basis) on a cluster of 16 separate species, C15H56F6N27O19S2 in total.

- E_HOMO: -0.268 hartree
- Frontier orbital gap: 8.8007 eV
- LUMO energy: 1.5066 eV

ORCA input file:
```
! RIJCOSX wB97M-V def2-TZVPD def2/J DEFGRID3
* xyz -1 1
C 1.05761 -1.24507 1.60156
F 0.32881 -2.21622 2.13476
F 2.10580 -0.99830 2.34460
F 1.44027 -1.69478 0.39021
S 0.02236 0.30318 1.34877
O -0.85258 0.35267 2.48864
O 0.93455 1.42233 1.37118
N -0.77278 0.10307 -0.17765
S -2.01696 1.10401 -0.09466
O -3.06758 0.73625 0.80659
O -1.60437 2.48991 -0.07420
C -2.78346 0.74867 -1.76916
F -3.34020 -0.45990 -1.72805
F -3.82878 1.58803 -1.89793
F -1.93643 0.87203 -2.76731
O -1.45063 -1.11839 5.88697
H -0.96612 -0.66857 5.18598
H -0.77528 -1.48483 6.48579
O 0.55568 -1.06052 -2.33712
H 0.12823 -0.63161 -1.55831
H 0.05963 -1.86886 -2.49750
C -2.70981 5.37039 -3.36660
O -2.44928 6.05260 -4.34504
N -1.97883 4.26001 -3.04657
N -3.70222 5.68530 -2.46913
H -2.11007 3.96299 -2.09400
H -1.23382 4.03448 -3.67682
H -3.89050 5.06375 -1.70625
H -4.09479 6.59924 -2.58435
C 1.82661 2.15970 4.67224
O 2.76600 2.85513 4.28278
N 0.63124 2.65182 5.12525
N 1.97875 0.81009 4.80102
H 0.53462 3.65029 5.17469
H 0.17179 2.17653 5.88596
H 2.83179 0.40919 4.47390
H 1.14921 0.38522 5.17688
C -3.95093 2.30585 -6.25435
O -2.90872 1.68603 -6.45905
N -4.39397 2.61704 -4.99776
N -4.70956 2.84612 -7.25399
H -5.32761 2.98406 -5.04110
H -3.95020 2.42318 -4.12186
H -4.54936 2.46059 -8.16708
H -5.48575 3.46737 -7.13773
C -2.30522 -3.51570 -0.16190
O -2.90220 -4.58173 -0.14198
N -1.23515 -3.32917 -1.01423
N -2.46446 -2.48526 0.70666
H -1.31038 -3.91296 -1.82993
H -0.64672 -2.52170 -0.93769
H -3.08288 -2.53607 1.49459
H -1.96569 -1.63166 0.49568
C 0.69547 -4.27557 5.30001
O 0.51042 -3.72718 6.39196
N -0.16029 -3.99418 4.27703
N 1.73294 -5.11676 5.07592
H -0.93096 -3.41811 4.58145
H -0.19120 -4.49473 3.40825
H 1.96086 -5.51130 4.18110
H 2.27119 -5.32974 5.89495
C 2.47023 2.11391 -1.89417
O 3.13075 2.66190 -2.74703
N 1.09405 2.11700 -1.87717
N 2.93225 1.39239 -0.82088
H 0.70995 2.66575 -2.62196
H 0.51390 1.61127 -1.22522
H 3.91437 1.20118 -0.70084
H 2.33039 1.41793 -0.00781
C 4.93458 -4.47997 1.48760
O 6.14780 -4.38222 1.44325
N 4.06000 -3.73601 0.73101
N 4.27996 -5.37479 2.30197
H 4.47401 -2.96317 0.24989
H 3.07345 -3.89948 0.67519
H 4.80892 -6.08858 2.76676
H 3.30233 -5.55075 2.13321
C -0.77656 5.41629 2.48542
O -1.79535 5.24775 3.14737
N 0.08918 6.45684 2.67955
N -0.32143 4.46465 1.61050
H 0.91150 6.52685 2.11147
H 0.04233 6.95345 3.54836
H 0.44637 4.66399 0.99824
H -0.85946 3.62143 1.51804
C 1.40897 0.43550 -5.61033
O 1.80928 0.94884 -6.64497
N 0.72053 1.09829 -4.62379
N 1.58129 -0.89919 -5.38251
H 0.80741 0.63736 -3.73195
H 0.52445 2.07375 -4.70282
H 1.88872 -1.42742 -6.17580
H 1.30624 -1.34852 -4.53174
C -2.24739 -1.70971 -6.82292
O -2.10182 -2.91502 -6.65188
N -1.74107 -0.76158 -5.98498
N -2.88079 -1.17661 -7.90578
H -2.08842 0.19888 -6.07361
H -1.38335 -0.98243 -5.07506
H -3.22244 -0.23227 -7.89512
H -3.22258 -1.78665 -8.62289
C -2.87598 2.26809 4.95137
O -3.06568 1.19472 5.50867
N -2.82468 3.46017 5.65585
N -2.53255 2.44171 3.64306
H -2.91262 4.30392 5.11229
H -3.02871 3.50762 6.63427
H -2.48204 3.38311 3.28380
H -2.54034 1.65450 3.02063
C 5.70557 0.53009 1.45313
O 5.96982 1.13794 0.42944
N 5.02795 -0.67287 1.43615
N 6.01516 0.97183 2.70640
H 4.76830 -1.05430 0.55279
H 4.90763 -1.09738 2.33530
H 5.67095 0.51077 3.52675
H 6.48764 1.84702 2.82516
C 1.15840 -6.28722 1.19696
O 1.25142 -5.97420 2.39140
N 1.95435 -7.24213 0.61863
N 0.21085 -5.75423 0.39679
H 2.44140 -7.87528 1.22300
H 2.08662 -7.25936 -0.37449
H 0.21722 -6.02000 -0.56965
H -0.34135 -4.99365 0.74954
*
```

*ii*
ORCA calculation (the ωB97M-V functional and the def2-TZVPD basis) on a cluster of 16 separate species, C15H56F6N27O19S2 in total.

- E_HOMO: -0.274 hartree
- Frontier orbital gap: 9.0379 eV
- LUMO energy: 1.5923 eV

ORCA input file:
```
! RIJCOSX wB97M-V def2-TZVPD def2/J DEFGRID3
* xyz -1 1
C 1.68706 -1.90514 -0.24197
F 1.91174 -1.90557 1.07300
F 2.73067 -2.38734 -0.88124
F 0.61895 -2.63814 -0.50101
S 1.42610 -0.13714 -0.76840
O 2.57670 0.65727 -0.43193
O 1.30506 -0.33062 -2.19435
N 0.05647 0.20398 0.18793
S 0.16618 1.77971 0.34472
O 0.90436 2.18521 1.50455
O 0.39289 2.50892 -0.87760
C -1.63043 2.17935 0.71909
F -2.41044 1.74578 -0.26208
F -1.97150 1.64337 1.89077
F -1.76197 3.50299 0.81713
O 0.66739 0.64388 -5.27890
H 1.16258 0.90097 -6.06428
H 1.25568 0.03910 -4.80629
O -2.30244 -1.11206 0.68352
H -1.94209 -1.61307 1.43790
H -1.61439 -0.44947 0.50351
C 0.01654 6.39131 2.65067
O 0.82170 5.50179 2.88763
N -1.30055 6.11213 2.36405
N 0.33657 7.72518 2.60083
H -1.90293 6.87326 2.11613
H -1.61254 5.17237 2.49155
H 1.24793 8.03292 2.88047
H -0.39340 8.41308 2.61135
C -0.34590 -5.76360 1.12287
O 0.84944 -6.04346 0.97311
N -1.06176 -6.22193 2.18652
N -1.03412 -5.02846 0.20154
H -0.59613 -6.88179 2.78002
H -2.05031 -6.07058 2.24733
H -2.02343 -4.87707 0.25999
H -0.53177 -4.88315 -0.65218
C -2.32174 2.74422 -4.15581
O -3.33776 3.38193 -3.93015
N -1.81529 2.51517 -5.41453
N -1.48578 2.30490 -3.15613
H -1.10918 1.79343 -5.41425
H -2.49848 2.43211 -6.14910
H -1.72237 2.55932 -2.21847
H -0.52800 2.14539 -3.42106
C -2.49342 -1.38266 -3.79140
O -3.61094 -1.82924 -3.58958
N -2.11386 -0.83349 -5.00720
N -1.53648 -1.17634 -2.83757
H -1.18121 -0.48537 -5.16834
H -2.85891 -0.53705 -5.60865
H -0.66395 -0.80043 -3.15838
H -1.64557 -1.33885 -1.85121
C 6.64359 -1.10482 -1.77202
O 7.45647 -0.21657 -1.54120
N 6.72644 -2.38290 -1.25926
N 5.57910 -0.91509 -2.61736
H 7.49943 -2.61162 -0.66637
H 6.13586 -3.09651 -1.64148
H 5.44240 0.01879 -2.97429
H 4.85620 -1.60132 -2.71772
C 3.20725 -6.06359 -2.39680
O 2.92073 -6.19647 -3.58094
N 2.36118 -5.47787 -1.50082
N 4.38773 -6.44687 -1.82777
H 1.43432 -5.18636 -1.73507
H 2.53393 -5.39130 -0.51465
H 5.02363 -7.01657 -2.35230
H 4.58505 -6.34176 -0.83945
C 3.73744 2.48835 -3.89333
O 4.26208 1.38648 -4.02700
N 4.23629 3.58292 -4.57058
N 2.69700 2.73565 -3.05248
H 5.16654 3.43237 -4.91334
H 3.83528 4.48774 -4.42020
H 2.39502 1.96769 -2.48381
H 2.29120 3.64860 -2.99835
C -5.64637 -0.69347 2.27447
O -6.80460 -0.67598 2.66362
N -4.80309 -1.78893 2.33714
N -5.07227 0.41770 1.69639
H -4.81234 -2.35710 3.16466
H -3.89014 -1.71354 1.91224
H -4.14395 0.38974 1.31004
H -5.69008 1.18915 1.47091
C -4.68815 5.74993 3.16267
O -5.46706 6.38018 2.46861
N -4.05481 4.62399 2.68169
N -4.55597 5.95518 4.51817
H -3.51494 3.97034 3.21599
H -4.43366 4.33226 1.79732
H -5.17648 6.65081 4.88509
H -3.87404 5.43698 5.03392
C 4.16705 -4.57783 1.49583
O 4.47748 -5.65930 0.98840
N 2.91381 -4.36338 1.99378
N 5.04894 -3.55235 1.68148
H 2.21209 -4.96260 1.55684
H 2.64715 -3.46463 2.34454
H 4.69431 -2.66025 1.99598
H 5.89084 -3.62998 1.14096
C -0.47696 -2.08740 3.64574
O -1.46964 -2.54277 3.07196
N -0.02004 -2.58886 4.83911
N 0.26325 -1.05065 3.14953
H -0.40356 -3.45531 5.16227
H 0.55940 -2.00121 5.40500
H 1.12373 -0.64890 3.49124
H -0.10474 -0.70808 2.27585
C -6.63594 1.81813 -0.96049
O -7.49150 0.95664 -1.07754
N -5.52132 1.89571 -1.75753
N -6.63993 2.66846 0.12927
H -5.28709 1.06697 -2.28741
H -5.16556 2.79629 -2.03162
H -6.02601 3.46541 0.13576
H -7.52908 2.73341 0.59514
C 3.77238 0.02102 3.26543
O 4.43921 -0.95518 2.96292
N 3.01736 0.09894 4.42872
N 3.58398 1.09050 2.44267
H 2.31876 0.81982 4.44847
H 3.24580 -0.46109 5.22710
H 3.20029 1.94907 2.79179
H 3.68438 0.96622 1.44844
*
```

*ii* is favored, and the nearest alternative lies 1.223 eV above it.

*i*
ORCA calculation (the ωB97M-V functional and the def2-TZVPD basis) on the molecule C2H2INO2.

- SMILES: O=CO/N=C/I
- E_HOMO: -0.380 hartree
- Frontier orbital gap: 9.6866 eV
- LUMO energy: -0.6406 eV

ORCA input file:
```
! RIJCOSX wB97M-V def2-TZVPD def2/J DEFGRID3
* xyz 0 1
C -0.78332 1.74744 -0.78895
C 1.39720 -0.20518 -0.36631
N 0.59475 0.15826 0.56515
O -0.57833 0.61013 -0.08932
O -1.27671 1.95455 -1.82033
I 3.40415 -1.11099 -0.22807
H -0.16096 2.58022 -0.47668
H 1.25507 -0.07158 -1.40472
*
```

*ii*
ORCA calculation (the ωB97M-V functional and the def2-TZVPD basis) on a structure of composition C2H2INO2.

- E_HOMO: -0.363 hartree
- Frontier orbital gap: 9.7523 eV
- LUMO energy: -0.1340 eV

ORCA input file:
```
! RIJCOSX wB97M-V def2-TZVPD def2/J DEFGRID3
* xyz 0 1
C 0.94410 -0.96415 0.00326
C -0.26134 -0.46286 0.05325
N -0.46155 1.37801 -0.00397
O 0.57925 1.95514 0.15421
O -1.55574 1.77428 -0.09411
I -2.17026 -1.41936 0.01796
H 1.22765 -2.08180 -0.07523
H 1.69787 -0.17927 -0.05537
*
```

*i* is favored, and the nearest alternative lies 1.199 eV above it.